Formula: C20H67NO19PS
Source: the OMol25 dataset
Level of theory: wB97M-V/def2-TZVPD

Each line ends with the Löwdin charge.
Positions of all 109 atoms, in Å:
S1 -0.44 -2.48 1.50  0.30
P1 -1.19 -2.22 -0.26  0.36
O1 -0.93 -3.49 -1.33  -0.25
O2 -3.76 0.80 1.42  -0.14
O3 4.16 0.51 -2.15  -0.14
O4 4.59 7.40 -4.31  -0.14
O5 -2.82 3.61 -2.82  -0.14
O6 2.49 4.01 -3.30  -0.14
O7 -3.30 3.69 1.06  -0.13
O8 -3.83 -4.58 5.66  -0.14
O9 -0.87 0.83 1.01  -0.09
O10 -4.99 -2.81 1.94  -0.13
O11 -4.90 8.50 -3.76  -0.13
O12 7.90 -3.67 -1.69  -0.13
O13 3.79 -2.82 4.38  -0.14
O14 5.87 -2.24 0.65  -0.15
O15 -2.88 -2.11 -0.04  -0.27
O16 -5.33 -2.00 8.66  -0.14
O17 -2.54 -5.90 -3.33  -0.13
O18 3.67 -1.31 -5.62  -0.13
O19 -1.78 1.66 -0.86  -0.11
N1 0.72 -0.56 -1.58  -0.06
C1 3.77 8.09 -5.24  -0.16
C2 -2.90 4.26 2.30  -0.17
C3 2.43 -2.04 -0.43  -0.12
C4 -5.88 7.62 -3.23  -0.17
C5 -3.18 -3.54 6.38  -0.15
C6 -3.01 -6.65 -2.22  -0.16
C7 -4.67 -0.96 9.38  -0.16
C8 4.20 1.15 -3.42  -0.14
C9 6.93 -4.56 -1.15  -0.17
C10 -1.11 0.69 -0.23  -0.58
C11 -3.82 0.62 2.82  -0.15
C12 -4.12 4.08 -3.14  -0.18
C13 1.72 -0.62 -0.49  -0.23
C14 4.20 -3.17 5.69  -0.16
C15 5.81 -2.41 2.06  -0.15
C16 2.76 -3.22 -0.44  0.04
C17 -4.50 -4.05 2.43  -0.15
C18 3.15 5.05 -2.59  -0.15
C19 3.30 -1.29 -6.99  -0.16
C20 -0.69 -0.59 -1.09  -0.33
H1 -3.82 -3.20 7.20  0.05
H2 -3.94 -4.56 1.64  0.08
H3 3.60 0.59 -4.13  0.06
H4 -2.78 2.88 0.94  0.03
H5 -4.11 4.45 -4.17  0.07
H6 -6.82 8.16 -3.12  0.07
H7 5.32 8.00 -4.07  0.08
H8 3.88 -0.51 -7.50  0.08
H9 -4.45 -0.13 8.71  0.08
H10 -3.75 -1.35 9.79  0.08
H11 -1.83 4.50 2.27  0.08
H12 0.82 0.36 -2.01  0.12
H13 2.95 7.44 -5.53  0.08
H14 -3.48 1.53 3.32  0.05
H15 -1.34 -0.54 -2.03  0.13
H16 -4.39 4.90 -2.46  0.06
H17 -3.18 -0.22 3.11  0.07
H18 5.23 1.22 -3.77  0.08
H19 3.35 5.89 -3.26  0.04
H20 -2.95 -1.67 0.84  0.02
H21 -4.08 8.00 -3.85  0.07
H22 -2.96 -2.71 5.71  0.08
H23 -5.31 -0.62 10.19  0.07
H24 4.35 8.35 -6.13  0.07
H25 4.53 -0.38 -2.27  0.08
H26 -6.15 -1.63 8.30  0.08
H27 -2.25 -3.93 6.79  0.08
H28 -6.03 6.78 -3.92  0.07
H29 3.03 -4.30 -0.31  0.05
H30 4.55 -4.20 5.69  0.08
H31 -4.84 3.26 -3.05  0.08
H32 3.15 -1.99 -5.19  0.08
H33 -4.85 0.41 3.11  0.08
H34 1.66 4.38 -3.63  0.08
H35 -0.94 -3.06 -2.22  0.07
H36 2.23 -1.05 -7.08  0.08
H37 4.10 4.67 -2.21  0.08
H38 6.78 -5.40 -1.84  0.07
H39 -4.65 -4.21 5.30  0.06
H40 -1.84 -5.33 -3.01  0.05
H41 3.37 9.00 -4.78  0.08
H42 -2.84 0.99 1.19  0.01
H43 8.72 -4.16 -1.79  0.07
H44 -3.84 -3.86 3.27  0.06
H45 7.27 -4.93 -0.18  0.08
H46 -3.47 5.18 2.46  0.07
H47 -3.81 -7.30 -2.55  0.07
H48 -5.55 7.25 -2.26  0.07
H49 -5.33 -4.68 2.76  0.07
H50 4.78 -2.65 2.34  0.05
H51 -3.10 3.56 3.11  0.05
H52 5.99 -4.03 -1.03  0.06
H53 2.53 5.38 -1.75  0.08
H54 -5.57 -3.01 1.20  0.08
H55 -2.85 3.29 -1.90  0.04
H56 -2.19 -7.25 -1.81  0.08
H57 5.02 -2.51 6.01  0.07
H58 6.11 -1.49 2.56  0.08
H59 3.51 -2.26 -7.45  0.07
H60 3.36 -3.07 6.39  0.07
H61 2.56 0.13 -0.66  0.10
H62 3.79 2.16 -3.31  0.05
H63 1.31 -0.41 0.55  0.09
H64 -3.39 -5.97 -1.45  0.07
H65 6.46 -3.24 2.36  0.08
H66 6.79 -2.03 0.43  0.07
H67 3.49 -1.91 4.41  0.09

DFT total energy (eV): -82337.1870
M (g/mol): 688.785
HOMO level (Eh): -0.19919
Total charge: -1